(1)
{"formula": "C5H5N", "method": "ωB97M-V with the def2-TZVPD basis set", "lumo_ev": -1.2673, "gap_ev": 9.4346, "de_lowest_kj_mol": 398.1, "homo_ha": -0.39329, "elements": ["C", "C", "C", "C", "C", "N", "H", "H", "H", "H", "H"], "xyz": [[-1.038606, -0.880642, 0.259880], [-0.588071, 0.551473, -0.019663], [0.857781, 0.636039, -0.503820], [1.100899, 1.121968, -1.702293], [2.029691, 0.214456, 0.207839], [3.031942, -0.098525, 0.699044], [-0.433041, -1.342299, 1.045765], [-0.962679, -1.495982, -0.641383], [-2.083480, -0.886930, 0.588447], [-0.698894, 1.184373, 0.867610], [-1.215544, 0.996066, -0.801426]], "forces_ev_per_a": [[0.02, -0.08, 0.02], [-0.09, 0.05, -0.02], [0.13, 0.20, -0.51], [-0.21, -0.20, 0.51], [0.90, -0.28, 0.40], [-1.09, 0.27, -0.36], [-0.06, 0.06, -0.11], [0.01, 0.08, 0.13], [0.19, 0.03, -0.05], [0.12, -0.10, -0.12], [0.09, -0.04, 0.13]]}

***

(2)
{"formula": "C19H42IrNOP3S", "method": "ωB97M-V with the def2-TZVPD basis set", "lumo_ev": [-11.3258, -16.7200], "multiplicity": 6, "gap_ev": [6.9519, 2.9468], "charge": 4, "de_lowest_kj_mol": 0.0, "homo_ha": [-0.67169, -0.72274], "elements": ["Ir", "P", "P", "P", "H", "C", "C", "H", "C", "C", "C", "C", "C", "C", "C", "C", "C", "H", "H", "H", "H", "H", "H", "H", "H", "H", "H", "H", "H", "H", "H", "H", "H", "H", "H", "H", "H", "H", "H", "H", "H", "H", "H", "H", "H", "H", "C", "C", "C", "C", "C", "C", "S", "H", "H", "H", "H", "H", "H", "C", "C", "N", "O", "H", "H", "H", "H", "H"], "xyz": [[-0.181489, 0.495696, -1.258753], [-1.725404, 1.967287, -0.655411], [-1.711315, -1.649154, 1.906945], [1.597180, 1.341973, -0.242439], [-1.500121, -2.047417, -0.971033], [-0.599792, -1.793235, -1.540182], [0.665967, -1.724735, -0.919481], [0.765664, -1.813874, 0.166065], [-3.058214, 1.826026, -1.878989], [-2.556951, 1.841203, 0.956208], [-1.161301, 3.707172, -0.725691], [-0.783305, -3.178518, 2.097551], [-1.994871, -0.934464, 3.527126], [-3.273161, -1.975193, 1.085883], [2.962626, 0.162821, -0.042119], [1.315242, 1.946288, 1.441174], [2.304880, 2.751360, -1.170050], [-0.655792, -1.905884, -2.628277], [1.562697, -1.931551, -1.510216], [-3.559281, 2.795995, -1.973713], [-3.779960, 1.074530, -1.539172], [-2.649990, 1.522408, -2.849317], [-3.061919, 2.790963, 1.175986], [-1.837013, 1.636101, 1.758970], [-3.307121, 1.041815, 0.934480], [-2.052621, 4.344956, -0.639976], [-0.659348, 3.923773, -1.678484], [-0.480758, 3.932516, 0.106120], [-1.424493, -3.945252, 2.557754], [0.094379, -2.986498, 2.730784], [-0.446659, -3.527576, 1.113121], [-2.677361, -1.582549, 4.094562], [-2.435015, 0.067668, 3.443521], [-1.032927, -0.857332, 4.048527], [-3.583646, -3.001117, 1.327044], [-3.172285, -1.880508, 0.000067], [-4.048442, -1.276494, 1.428430], [3.883629, 0.729549, 0.148411], [3.090776, -0.441592, -0.946963], [2.751311, -0.487453, 0.815200], [2.214586, 2.497103, 1.746885], [1.189531, 1.076825, 2.100610], [0.447768, 2.609868, 1.515379], [2.805125, 2.393289, -2.078824], [3.041731, 3.240665, -0.516569], [1.538283, 3.484958, -1.449863], [0.672356, -0.182275, -4.273475], [-0.138154, -0.470890, -5.393380], [0.139448, -1.583209, -6.176947], [1.221993, -2.413430, -5.859542], [2.056905, -2.103663, -4.775271], [1.804921, -0.970402, -4.006290], [0.277423, 1.205968, -3.305651], [-0.916907, -0.715766, 1.153833], [-0.975874, 0.196629, -5.608298], [-0.478531, -1.795929, -7.048666], [1.432746, -3.294338, -6.470881], [2.911681, -2.733494, -4.535607], [2.477266, -0.665728, -3.199771], [1.295967, 0.858653, 5.034209], [1.816611, -0.404134, 4.407957], [2.634711, -1.132013, 5.212465], [1.542797, -0.796765, 3.258593], [2.113343, 1.579442, 5.188661], [0.837696, 0.648381, 6.011910], [0.547049, 1.317981, 4.381878], [3.062521, -1.966902, 4.835338], [2.843206, -0.840516, 6.157622]], "forces_ev_per_a": [[0.83, -3.12, 0.46], [-2.11, 1.39, 0.25], [-0.08, -0.13, 0.22], [1.47, 0.56, 0.38], [0.40, 0.19, -0.36], [0.63, 0.25, 0.34], [-1.19, 0.24, -0.30], [0.01, -0.15, -0.46], [-0.17, 0.16, 0.04], [0.07, -0.05, 0.32], [0.15, -0.14, -0.02], [0.20, 0.10, -0.15], [0.03, 0.22, 0.09], [-0.21, 0.13, -0.18], [0.29, 0.33, 0.11], [0.36, 0.21, 0.19], [0.05, 0.01, 0.36], [-0.05, -0.14, 0.43], [-0.30, 0.40, 0.21], [-0.08, -0.18, -0.08], [0.10, 0.13, -0.14], [-0.17, 0.17, 0.17], [0.03, -0.21, -0.04], [-0.12, 0.15, -0.17], [0.13, 0.18, -0.06], [0.20, -0.13, -0.02], [-0.21, -0.04, 0.22], [-0.19, 0.01, -0.26], [0.19, 0.23, -0.08], [-0.27, -0.19, -0.17], [-0.12, -0.07, 0.25], [0.18, 0.14, -0.08], [0.00, -0.29, 0.02], [-0.32, -0.09, -0.01], [0.02, 0.23, -0.03], [-0.13, -0.08, 0.22], [0.20, -0.19, -0.04], [-0.07, -0.24, 0.00], [0.08, 0.20, 0.29], [0.12, 0.05, -0.27], [-0.20, -0.04, 0.15], [-0.11, 0.24, -0.20], [0.21, -0.17, 0.02], [-0.10, 0.05, 0.22], [-0.09, -0.04, -0.28], [0.23, -0.21, 0.09], [0.09, 0.42, -0.19], [-0.24, 0.05, -0.63], [-0.31, 0.38, 0.08], [-0.09, -0.11, -0.20], [0.17, 0.70, 0.72], [0.43, -0.93, 0.20], [0.08, -0.12, -2.44], [-0.45, -0.42, 0.30], [0.24, -0.31, -0.13], [0.12, 0.01, 0.25], [-0.07, 0.30, 0.17], [-0.13, 0.16, -0.18], [-0.14, -0.22, -0.32], [-1.03, 1.07, -0.52], [2.86, -1.33, 4.27], [-1.50, 0.84, -2.49], [-0.40, 0.10, -0.77], [0.04, -0.36, -0.20], [0.15, -0.26, -0.27], [0.14, 0.01, 0.23], [0.19, -0.21, 0.26], [-0.03, 0.12, 0.15]]}

***

(3)
{"formula": "C11H26ClGaO7P", "method": "ωB97M-V with the def2-TZVPD basis set", "lumo_ev": 2.5497, "gap_ev": 7.6468, "charge": -1, "homo_ha": -0.18732, "elements": ["C", "C", "C", "Cl", "Ga", "O", "C", "C", "O", "O", "H", "H", "H", "H", "H", "H", "H", "H", "H", "H", "H", "O", "P", "O", "C", "C", "O", "C", "C", "O", "C", "C", "H", "H", "H", "H", "H", "H", "H", "H", "H", "H", "H", "H", "H", "H", "H"], "xyz": [[6.910860, 0.020428, -1.652936], [6.038005, 1.057399, -2.389848], [4.980006, 0.448970, -3.311898], [3.803979, 1.823532, -3.697224], [3.886682, -1.090421, -2.514315], [3.489154, -0.712297, -0.723263], [2.142893, -1.527225, -3.524577], [1.003693, -0.981234, -2.770311], [0.217543, -1.644881, -2.115881], [0.855474, 0.381245, -2.839592], [7.923231, -0.008903, -2.061200], [6.502461, -0.987048, -1.689488], [7.005698, 0.308570, -0.605097], [5.580766, 1.756620, -1.692673], [6.711662, 1.661344, -3.011761], [5.394594, 0.198270, -4.287457], [4.809341, -2.411913, -2.585274], [3.318890, 0.233106, -0.674125], [2.153995, -1.172896, -4.556252], [2.013931, -2.607910, -3.516995], [0.618393, 0.685877, -1.957170], [-1.738278, 1.906738, 1.908671], [-2.535906, 0.706850, 2.168368], [-3.051086, 0.008729, 0.838240], [-2.093279, -0.527992, -0.113858], [-1.383580, -1.764040, 0.383648], [-3.961533, 1.216246, 2.757196], [-4.239908, 2.598231, 2.946069], [-4.917229, 3.194706, 1.728540], [-2.287735, -0.469035, 3.182539], [-3.294021, -1.147389, 3.944700], [-4.348724, -1.839515, 3.112434], [-1.375979, 0.251232, -0.373319], [-2.668047, -0.759174, -1.007775], [-0.730532, -1.540068, 1.229859], [-0.774260, -2.169719, -0.425691], [-2.104734, -2.513743, 0.719831], [-3.330986, 3.144628, 3.195777], [-4.903964, 2.662427, 3.811655], [-4.369834, 2.945548, 0.819666], [-4.979954, 4.280692, 1.814768], [-5.927978, 2.797085, 1.619584], [-3.738269, -0.460388, 4.664109], [-2.747487, -1.893222, 4.522619], [-4.956270, -1.129665, 2.554855], [-5.007945, -2.403149, 3.775416], [-3.893734, -2.526648, 2.399441]], "forces_ev_per_a": [[0.04, 0.27, 0.16], [0.61, -0.19, -0.63], [-0.65, 0.27, 0.51], [0.13, 0.03, -0.21], [0.40, -0.45, -0.15], [-0.04, 0.22, -0.26], [-0.55, 0.05, 0.14], [-0.23, -0.51, -0.27], [0.37, 0.44, -0.05], [0.52, -0.04, -0.02], [-0.03, -0.07, -0.08], [-0.08, 0.02, 0.02], [0.01, -0.14, 0.05], [-0.19, -0.20, 0.10], [-0.09, 0.23, 0.12], [0.09, -0.07, 0.04], [-0.08, -0.03, 0.06], [-0.02, 0.03, 0.17], [0.18, 0.28, 0.10], [0.13, -0.03, -0.09], [-0.39, -0.02, 0.02], [1.54, -0.86, 0.58], [-3.53, 1.22, -0.58], [0.45, -0.28, 0.12], [0.20, -0.13, -0.24], [-0.04, -0.17, 0.27], [0.13, -0.40, 0.14], [-0.11, 0.30, -0.01], [-0.12, -0.11, -0.10], [1.33, 0.23, -0.02], [-0.09, -0.35, 0.35], [-0.07, 0.08, -0.21], [-0.05, 0.05, 0.04], [-0.09, 0.07, 0.04], [0.04, 0.03, -0.05], [-0.13, 0.09, 0.22], [-0.03, 0.01, -0.06], [0.10, -0.09, -0.12], [0.00, -0.08, 0.00], [0.13, 0.07, 0.05], [0.00, 0.00, 0.02], [0.00, 0.01, 0.00], [-0.02, 0.19, -0.17], [0.14, 0.05, -0.08], [0.03, 0.05, 0.01], [0.05, -0.03, 0.03], [0.01, -0.03, 0.05]]}

***

Number 1: largest force on an atom 1.18 eV/Å. Number 2: largest force on an atom 5.31 eV/Å. Number 3: largest force on an atom 3.78 eV/Å.